# 1
Here is a molecular structure, C18H19N3O8SV from the Open Molecules 2025 dataset. Energies are from ωB97M-V with the def2-TZVPD basis set.

As for the spin multiplicity: 3. The LUMO energy (spin up / spin down) comes out at -0.1308 / -0.1207 hartree. The total charge is +1. As for the expectation value of S²: 2.013. The gap between HOMO and LUMO (spin up / spin down) is 8.5 / 8.8 eV. The value obtained for the molar mass is 488.37 g/mol. For the HOMO energy (spin up / spin down), the calculation gives -12.057 / -12.059 eV. As for the calculated total energy: -76344.9441 eV.

Cartesian coordinates (Å):
V  -0.34  1.08  -0.27
O  3.65  2.07  -0.98
C  2.48  1.70  -0.54
O  1.42  2.04  -1.06
C  2.51  0.76  0.64
O  1.22  0.72  1.23
C  1.02  1.48  2.44
C  -0.15  2.45  2.27
O  -0.52  3.11  3.21
O  -0.65  2.48  1.06
H  3.55  2.61  -1.78
H  2.72  -0.25  0.26
H  3.28  1.04  1.35
H  0.79  0.77  3.24
H  1.92  2.03  2.70
O  -0.12  -0.35  -3.96
C  -0.45  0.21  -2.95
N  -0.46  -0.27  -1.65
C  -0.75  -1.58  -1.25
O  -0.53  -2.61  -1.81
C  -1.56  -1.51  0.04
C  -2.21  -2.61  0.54
C  -3.02  -2.45  1.66
C  -3.14  -1.19  2.23
C  -2.45  -0.13  1.68
N  -1.68  -0.29  0.59
C  -1.01  1.63  -2.96
C  -1.22  2.32  -4.13
C  -1.84  3.56  -4.05
C  -2.21  4.06  -2.82
C  -1.94  3.32  -1.68
N  -1.36  2.12  -1.76
H  -2.10  -3.56  0.04
H  -3.56  -3.29  2.07
H  -3.76  -1.02  3.10
H  -2.50  0.87  2.08
H  -0.92  1.88  -5.07
H  -2.03  4.13  -4.95
H  -2.70  5.02  -2.72
H  -2.17  3.67  -0.68
C  3.39  -2.95  1.93
S  1.60  -2.89  1.77
C  1.37  -4.58  1.21
O  1.31  -2.03  0.57
H  3.82  -3.15  0.95
H  3.66  -3.72  2.64
H  3.73  -1.98  2.30
H  1.52  -5.27  2.04
H  2.05  -4.79  0.39
H  0.34  -4.64  0.86

***

# 2
Here is a single C6H4O molecule from the Open Molecules 2025 dataset. Energies are from ωB97M-V with the def2-TZVPD basis set.

The LUMO energy comes out at -0.0097 hartree. The SMILES is C#CC(=O)C#CC. The total charge is 0. The gap between HOMO and LUMO is 10.0 eV. The value obtained for the molar mass is 92.10 g/mol. For the HOMO energy, the calculation gives -10.240 eV. As for the calculated total energy: -8330.1512 eV.

Cartesian coordinates (Å):
C  3.00  -0.80  0.68
C  2.19  0.09  0.74
C  1.15  1.11  0.78
O  1.33  2.22  1.24
C  -0.11  0.67  0.21
C  -1.11  0.21  -0.28
C  -2.31  -0.36  -0.88
H  3.73  -1.58  0.63
H  -2.94  0.41  -1.33
H  -2.90  -0.88  -0.12
H  -2.04  -1.09  -1.66

***

Q: What is the formula in the second record?
A: C6H4O